Record 1
2 unconnected molecules or ions with the total composition H12N7P2. Source: the Open Molecules 2025 dataset; level of theory: ωB97M-V with the def2-TZVPD basis set.

```
21
Properties=species:S:1:pos:R:3:forces:R:3:mulliken_charge:R:1
N -0.506326 0.236070 -2.160216 -0.2 0.7 -0.9 -0.383
N 1.507223 -0.719508 2.245886 0.6 2.5 -1.8 -0.627
N 3.648868 1.059450 1.371750 -0.4 1.9 -1.2 -0.471
N 1.027419 1.468898 0.869608 0.9 -0.3 0.1 -0.693
N -2.191867 0.850586 -0.245630 1.0 1.0 2.1 -0.506
N -0.432843 -1.380599 -0.234705 -3.3 -3.0 -0.2 -0.474
N -2.853127 -1.218383 -1.528414 2.2 -0.7 1.0 -0.566
P 2.125770 0.539279 1.501971 -2.4 -1.0 1.2 0.644
P -1.473791 -0.393836 -1.020863 -0.6 0.0 -0.4 0.733
H -0.843907 0.904258 -2.886458 0.7 -0.8 1.1 0.249
H 2.139083 -1.340741 2.640336 1.4 -1.6 1.1 0.207
H 3.625562 2.006162 0.830859 0.7 -2.2 1.6 0.322
H 4.353565 0.867745 2.086001 -0.2 0.2 -0.6 0.293
H 0.499416 0.116786 -2.022465 -0.6 0.2 -0.4 0.247
H 0.277702 1.043445 1.429442 -0.5 0.4 -0.4 0.325
H -1.410041 1.460314 0.155639 -1.6 -0.6 -0.8 0.300
H -2.893494 0.622666 0.503069 0.9 0.2 -1.2 0.303
H -0.954806 -2.212277 0.214591 1.5 1.8 -0.7 0.291
H 0.255178 -0.995063 0.354213 1.0 0.5 1.2 0.224
H -3.248722 -0.737228 -2.300633 -0.8 0.5 -0.7 0.288
H -2.650863 -2.178024 -1.803981 -0.2 0.1 -0.1 0.292
```
Forces are in eV/Å.

Calculated values
E_tot   -29198.6827 eV
Net charge   +1
LUMO level   -2.97 eV

---

Record 2
A single C8H18N2 molecule. Source: the Open Molecules 2025 dataset; level of theory: ωB97M-V with the def2-TZVPD basis set.

```
28
Properties=species:S:1:pos:R:3:forces:R:3:mulliken_charge:R:1
C 0.605591 0.460636 0.440434 -3.4 0.8 0.7 0.810
C -1.258217 0.606728 0.476119 2.0 0.9 0.3 0.759
C -0.401124 0.090480 -0.612668 0.0 -1.2 0.7 0.019
C -0.444276 -1.347523 -0.975251 4.3 0.0 -1.2 -0.781
C 1.271116 -1.594295 -1.440898 -3.0 -1.7 -0.4 -0.572
C 1.143830 -0.392045 1.560071 -0.3 -0.2 -0.3 -1.796
C -1.933669 -0.230900 1.526565 0.4 0.0 0.0 -1.691
C -1.925726 1.941211 0.257634 0.6 0.2 0.4 -1.632
N 1.339396 1.639516 0.196630 0.6 1.4 -0.5 -0.549
N 1.634304 -0.816160 -2.602564 -0.3 0.4 0.1 -0.603
H -0.340023 0.745963 -1.477943 0.1 0.0 0.1 0.359
H 2.319586 1.617313 0.449306 -0.2 -0.3 0.1 0.229
H 0.951311 2.517691 0.513293 -0.1 -0.1 0.1 0.207
H 1.942807 0.112218 -2.341812 0.1 0.0 -0.1 0.200
H 2.338619 -1.267786 -3.174153 -0.1 0.1 0.2 0.231
H -1.045735 -1.542533 -1.860291 0.0 -0.3 0.1 0.435
H -0.628826 -2.033010 -0.153503 -0.2 0.0 0.0 0.252
H 1.170640 -2.634702 -1.758204 0.4 -0.1 -0.2 0.517
H 2.028452 -1.610173 -0.644939 -0.7 0.4 0.3 0.226
H 0.940949 0.068734 2.531314 0.0 0.0 0.0 0.313
H 0.721458 -1.392185 1.555312 0.0 -0.1 0.1 0.323
H 2.226207 -0.504585 1.464546 0.1 0.0 0.0 0.541
H -1.488537 -1.214610 1.646331 -0.1 -0.1 0.0 0.293
H -1.871507 0.261788 2.504948 0.0 0.0 -0.1 0.377
H -2.993054 -0.354128 1.294443 -0.1 -0.1 0.0 0.417
H -2.970470 1.808666 -0.030282 -0.1 0.0 -0.1 0.399
H -1.421903 2.517943 -0.516337 0.0 0.0 -0.1 0.370
H -1.911197 2.545748 1.171898 -0.1 0.0 0.0 0.345
```
Forces are in eV/Å.

Calculated values
E_tot   -11565.6348 eV
LUMO level   0.97 eV

---

Record 3
A single C16H14ClN5OS molecule. Source: the Open Molecules 2025 dataset; level of theory: ωB97M-V with the def2-TZVPD basis set.

```
38
Properties=species:S:1:pos:R:3:forces:R:3:mulliken_charge:R:1
C -1.793883 3.697991 1.946134 -0.1 -0.1 -0.1 -1.305
C -0.524366 3.156265 2.486459 0.4 -0.6 -0.3 0.622
N 0.115424 3.729934 3.513206 0.0 0.4 0.3 -0.780
C 1.195744 3.000137 3.744322 -0.2 -0.2 -0.2 0.319
C 2.209833 3.191448 4.690023 0.4 -0.2 0.1 -0.718
C 3.265803 2.323171 4.716073 -0.2 0.3 0.1 -0.121
C 3.333622 1.271784 3.782227 -0.2 -0.1 -0.2 -0.891
C 2.337845 1.086949 2.870184 0.8 -0.4 0.1 -0.047
N 1.264050 1.912642 2.872967 0.0 0.5 0.5 0.003
C 0.151974 2.005931 2.066259 -0.6 0.7 -0.2 0.339
C -0.256776 1.068620 1.033871 0.0 -0.5 0.0 0.517
O -0.853730 1.371046 0.014019 -0.1 0.1 -0.1 -0.685
N -0.031713 -0.257034 1.320792 0.1 -0.4 -0.1 -0.183
N -0.226989 -1.193511 0.313183 -0.3 0.5 -0.4 -0.358
C 0.845092 -1.801920 -0.257420 0.1 -0.2 0.3 0.164
S 2.279367 -1.931325 0.559368 0.5 -0.1 0.1 -0.461
N 0.679278 -2.424076 -1.449769 0.1 -0.1 0.1 -0.044
C -0.323122 -2.249873 -2.411135 -0.5 0.1 -0.4 0.236
C -0.649613 -3.335782 -3.222529 0.0 0.1 0.2 -0.506
C -1.614348 -3.218468 -4.202728 0.0 0.1 -0.1 -0.694
C -2.261282 -2.004861 -4.382304 0.2 0.0 0.2 0.372
C -1.928085 -0.909012 -3.601908 -0.1 -0.2 -0.1 -0.825
C -0.958015 -1.025811 -2.623890 0.2 -0.1 0.0 -0.273
H -0.683529 -0.143520 -2.064424 0.1 0.1 0.1 0.648
H -2.416087 0.038986 -3.761751 -0.1 0.1 0.0 0.436
Cl -3.477306 -1.855206 -5.599201 -0.1 0.0 -0.1 -0.210
H -1.865740 -4.062813 -4.824409 0.0 -0.1 -0.1 0.410
H -0.141858 -4.278033 -3.079343 0.0 -0.1 0.0 0.383
H 1.396689 -3.103058 -1.668911 0.0 0.2 0.2 0.268
H -1.045054 -0.983506 -0.249978 0.1 -0.1 0.2 0.378
H 0.561999 -0.578519 2.072840 -0.2 0.0 -0.1 0.373
H 2.396693 0.314446 2.117871 -0.1 0.0 -0.1 0.417
H 4.180239 0.605493 3.774313 0.0 -0.1 -0.1 0.403
H 4.060223 2.446713 5.434723 0.1 0.0 0.1 0.420
H 2.126165 4.028684 5.361987 0.0 0.1 0.1 0.463
H -1.713725 4.777413 1.844843 0.0 0.1 0.0 0.344
H -2.011528 3.248186 0.982272 -0.1 0.1 0.0 0.303
H -2.609743 3.487826 2.637066 -0.1 0.0 0.0 0.285
```
Forces are in eV/Å.

Calculated values
E_tot   -49675.4483 eV
LUMO level   0.32 eV

---

Record 4
A single C4H8N2O2 molecule. Source: the Open Molecules 2025 dataset; level of theory: ωB97M-V with the def2-TZVPD basis set.

```
16
Properties=species:S:1:pos:R:3:forces:R:3:mulliken_charge:R:1
C -1.101479 1.629072 0.442933 -0.3 2.1 -0.8 -0.574
C -0.437629 -0.355254 -0.561423 -4.9 -2.5 1.3 0.600
C -1.500282 -1.357120 -0.087042 3.9 0.8 -2.0 -0.167
C 0.812916 -0.388627 -0.243016 4.8 -4.3 1.2 -0.012
H -0.936561 2.761888 0.115024 -0.7 -2.3 0.9 0.248
H -2.189781 1.520657 1.006514 2.9 -0.2 -1.9 0.232
H -0.212714 1.355502 1.095388 -1.5 0.3 -0.5 0.295
H -1.127114 -2.294438 0.334415 0.1 -0.3 0.5 0.269
H 2.426614 -1.602303 -0.291021 6.5 0.2 -3.4 0.182
H 1.413940 -2.496332 0.490490 -0.6 4.1 -1.4 0.219
H 0.795794 1.216430 -0.928034 2.9 0.5 0.6 0.470
H 2.304600 1.144211 0.306100 -3.0 -2.4 -3.0 0.273
N 1.619840 -1.444306 0.065143 -6.3 -5.8 6.1 -0.445
N 1.621205 0.612400 -0.512399 1.3 7.0 0.1 -0.606
O -0.857143 0.878554 -0.883326 -2.3 2.6 2.1 -0.526
O -2.632210 -1.180328 -0.349740 -3.0 0.3 0.2 -0.458
```
Forces are in eV/Å.

Calculated values
E_tot   -11348.0182 eV
LUMO level   0.60 eV

---

Record 5
2 unconnected molecules or ions with the total composition C4H12. Source: the Open Molecules 2025 dataset; level of theory: ωB97M-V with the def2-TZVPD basis set.

```
16
Properties=species:S:1:pos:R:3:forces:R:3:mulliken_charge:R:1
C 0.087264 -2.579185 -1.332573 0.2 -0.5 -0.2 -0.870
C -0.898190 -1.451122 -1.165103 -0.5 1.3 0.5 -0.606
H -0.409675 -3.505392 -1.624846 0.2 -0.1 0.0 0.288
H 0.825180 -2.342309 -2.100281 -0.1 0.0 -0.1 0.263
H 0.679412 -2.753610 -0.434750 -0.2 -0.2 0.1 0.293
H -1.947375 -1.657246 -0.937433 0.2 -0.8 0.0 0.329
H -0.960119 -0.814667 -2.042432 0.2 0.1 -0.2 0.279
H -0.604705 -0.804186 -0.333585 0.1 0.1 -0.2 0.011
C -0.220561 2.233074 1.563740 0.4 1.0 0.3 -0.889
C 1.067399 1.683242 0.915912 -1.2 0.4 0.2 -0.543
H -0.269071 2.043807 2.637098 -0.2 -0.5 -0.1 0.284
H -0.248547 3.329963 1.535009 0.2 -0.1 -0.2 0.295
H -1.130134 1.932575 1.054139 -0.1 -0.4 0.1 0.271
H 1.265955 2.303655 0.043544 0.4 -0.2 -0.1 0.231
H 0.874132 0.662884 0.597626 0.4 -0.1 0.0 0.070
H 1.889035 1.718518 1.623936 0.2 0.0 -0.1 0.294
```
Forces are in eV/Å.

Calculated values
E_tot   -4342.2483 eV
LUMO level   1.14 eV

---

Record 6
A single C7H10 molecule. Source: the Open Molecules 2025 dataset; level of theory: ωB97M-V with the def2-TZVPD basis set.

```
17
Properties=species:S:1:pos:R:3:forces:R:3:mulliken_charge:R:1
C 0.453612 1.777015 0.034853 -0.1 0.1 -0.1 -0.617
C 1.564967 0.781235 0.242788 0.3 0.0 0.1 -0.692
C 0.171333 0.304126 0.009341 0.2 -0.1 0.1 0.918
C -0.181697 -0.570423 -1.147768 0.2 -0.9 0.7 -0.351
C -1.354695 -0.411455 -1.775717 1.3 0.4 -1.2 -0.997
C -0.427590 -1.531817 1.585600 0.0 0.1 0.1 -0.697
C -0.624328 -0.292020 1.148780 0.1 -0.2 0.2 -0.438
H 0.427079 2.355534 -0.883846 0.0 -0.2 0.1 0.247
H 0.108303 2.323916 0.911909 0.0 -0.2 -0.2 0.249
H 2.265859 0.641360 -0.576162 -0.1 0.0 0.1 0.268
H 1.974618 0.643934 1.236869 0.0 0.2 -0.1 0.265
H -0.897702 0.535238 -2.199031 -2.7 0.6 0.0 0.294
H 0.450766 -1.427889 -1.321564 0.0 -0.8 0.9 0.433
H -1.763507 -1.285330 -2.295446 0.3 0.8 -0.6 0.257
H 0.366141 -2.150838 1.171200 -0.1 0.1 0.1 0.235
H -1.066087 -1.985590 2.336669 0.1 0.1 0.0 0.299
H -1.467073 0.293002 1.521525 0.2 0.0 -0.1 0.328
```
Forces are in eV/Å.

Calculated values
E_tot   -7416.4506 eV
LUMO level   1.04 eV

---

The highest LUMO level belongs to which entry? C4H12

---

Among the records above, which one has the highest E_tot? C4H12

---

What is the LUMO level in the fifth record? 1.14 eV